The following is a quantum chemistry calculation of a molecular structure, C4H6F3O3P at a distorted geometry, from the OMol25 dataset.

CARTESIAN COORDINATES (ANGSTROEM)
C 0.7200 0.8893 0.6137
C -0.6988 -0.9666 -0.4055
C 0.1739 0.2094 -0.6126
C -0.9278 1.4638 -1.5465
O 0.9182 -1.3265 -2.6591
O 2.2224 0.9281 -2.4518
O 2.6193 -0.9788 -0.8296
F -0.5705 2.7109 -1.4751
F -2.3433 1.4490 -1.0389
F -1.0718 1.2046 -2.8673
P 1.6658 -0.3051 -1.7698
H 1.5127 0.1672 1.0004
H -0.0128 0.8080 1.4363
H 0.8797 1.9312 0.4033
H -0.6366 -1.3243 -1.4235
H -1.5832 -0.6715 0.1107
H -0.1028 -1.6900 0.2844

As for the HOMO energy: 0.5 eV. Its LUMO energy is 0.2370 Ha. Its charge is -2.

The following is a quantum chemistry calculation of a gas-phase ion, C3H5N2O (charge +1) at a distorted geometry, from the OMol25 dataset.

CARTESIAN COORDINATES (ANGSTROEM)
C 0.2088 0.6522 -0.8637
C 0.5690 -0.8983 0.6450
C -0.9707 0.6057 -0.0287
N -0.6380 -0.4680 0.9040
N 1.1232 -0.2579 -0.4547
O 2.2914 -0.3543 -0.7332
H 0.2856 1.2028 -1.8266
H 1.2972 -1.6069 1.0483
H -0.8322 1.5721 0.3221
H -1.9543 0.3161 -0.5470
H -1.3799 -0.7637 1.5346

As for the multiplicity: 3. As for the HOMO energy (alpha / beta): -12.6 / -16.8 eV. Its LUMO energy (alpha / beta) is -0.1584 / -0.2731 Ha. Its charge is +1.

Respective DFT total energy values: -27829.5330 -8207.1752 eV.
Respective energy relative to the best compared isomer or geometry (same formula, charge and spin) values: 127.84 11.60 kJ/mol.